Below is C28H21LuN6O8 as an isolated structure in a non-equilibrium geometry, with properties calculated with ωB97M-V/def2-TZVPD.

The value obtained for the HOMO energy is -6.854 eV. Its energy above the lowest of the compared OMol25 structures with the same formula, charge and spin is 26.3 kJ/mol. The frontier orbital gap is 5.661 eV. The calculation puts the calculated total energy at -3245.62549 Ha. Its net charge is 0.

Geometry as XYZ:
```
64
C28H21LuN6O8, DFT ωB97M-V/def2-TZVPD
O -3.5509 -4.7035 2.0554
C -0.4044 0.4347 2.5751
H 2.3328 5.9421 -1.6791
C -1.7504 2.6907 3.2855
O -0.4107 -2.2626 0.0443
N -5.7372 -1.9206 -2.7724
N 0.8260 1.5663 0.8800
H 0.7508 -2.6552 2.6163
C -2.9203 -3.2280 0.0758
H 1.1217 0.3982 -3.4767
C -0.8611 -1.9962 3.7849
C 3.1803 -1.4194 -0.8831
C -4.8206 -2.4320 -1.7546
H 5.6861 -0.1816 0.2558
C -5.1840 -3.3446 -0.8027
H 1.6052 4.6838 -3.8808
C 1.6373 3.8715 0.9490
H -2.9957 1.5360 4.5746
C -1.2462 -1.6142 -0.6584
O -5.2750 -5.5368 0.9961
O -6.9027 -2.3115 -2.7435
O -5.2247 -1.2025 -3.6118
C -2.1569 1.4941 3.8468
H 1.5778 3.8997 2.0292
O 2.8015 -1.5390 0.3505
H 4.9455 -2.5255 -0.4773
C 2.1218 5.0067 0.2488
H -0.9677 -2.9773 4.2575
C -3.5577 -1.7996 -1.7639
H -2.1727 3.5439 3.7959
C 1.2851 2.6980 0.2803
C 4.5386 -1.8825 -1.2638
C -0.0996 1.6395 1.9370
C -2.6078 -2.2709 -0.8307
C 1.7852 3.8678 -1.8708
H -6.1521 -3.8337 -0.8532
H 6.5207 0.8566 -0.7335
C 1.3208 1.3558 -3.0166
O 2.3787 -1.0793 -1.8034
C 0.1368 -1.8159 2.9169
O -1.0004 -0.4503 -1.0944
H -0.6203 3.6757 1.7802
H 6.5445 -1.3313 -1.8904
C -4.2132 -3.7170 0.1081
C 1.6554 3.7669 -3.2625
H 2.4978 5.8797 0.7810
N 1.3064 1.4654 -1.7230
N -4.3695 -4.7348 1.1159
H 4.4596 -2.5835 -2.1563
C 2.0116 5.0376 -1.1421
N 5.6911 0.2927 -0.6340
C -1.7070 -0.9516 4.1362
H 5.1367 -0.4016 -2.5670
Lu 0.9780 -0.5134 -0.1353
H 1.5263 2.4038 -4.9166
H -3.3332 -0.9982 -2.5478
N 0.3498 -0.6122 2.2656
C 1.5131 2.6485 -1.1294
C 1.4536 2.4821 -3.8219
H -2.2018 -3.5088 0.8344
C -0.8335 2.7961 2.2723
C 5.5223 -0.7699 -1.6278
C -1.4953 0.3026 3.5008
H -2.4263 -1.1316 4.9745
```

Atomic partial charges in e from the natural (NBO) method, atoms 1 to 4: O -0.3862; C 0.1074; H 0.2099; C -0.1737

Below is C28H21N4RhS as an isolated structure in a non-equilibrium geometry, with properties calculated with ωB97M-V/def2-TZVPD.

The value obtained for the HOMO energy (alpha / beta) is -6.472 / -7.025 eV. Its energy above the lowest of the compared OMol25 structures with the same formula, charge and spin is 79.7 kJ/mol. The frontier orbital gap (alpha / beta) is 5.178 / 5.906 eV. The calculation puts the calculated total energy at -1807.24616 Ha. Its net charge is 0.

Geometry as XYZ:
```
55
C28H21N4RhS, DFT ωB97M-V/def2-TZVPD
N 2.3098 -0.1423 -0.1855
C 1.2345 0.3051 -4.9051
H 4.9744 0.4602 0.4908
H 4.3150 -0.4104 -3.7124
H 7.2404 -0.4348 0.8140
H -4.8973 -3.5673 -0.2550
C -1.4591 0.4028 -1.0054
C -5.3206 -1.8778 2.6401
C -3.4940 0.7007 0.6299
H -1.7373 4.7357 1.9467
C -3.7806 4.4661 2.5434
H -3.8948 -1.4095 -0.8996
C -4.2229 -0.4806 1.0013
C -5.3705 -2.9295 1.7352
H 6.5023 -3.3950 -2.1697
C 3.1185 -0.3960 -1.2508
C 5.3166 -0.3734 -0.1009
H 3.1587 -0.3671 3.5259
H -5.6884 1.7779 1.8049
C -4.2987 -1.5526 0.0921
H 0.6992 0.5060 -5.8184
H -0.4559 0.6592 -3.6438
H 8.0323 -2.3372 -0.5436
C 4.9042 -2.0317 -1.7932
H -5.8037 3.9183 2.9889
C 6.1762 -2.5344 -1.6025
H -4.6765 0.1111 3.0298
N 2.7576 -0.2869 1.0582
H 3.1426 -0.0299 -5.8529
C -4.8803 3.6202 2.5115
C 2.5358 -0.1849 -2.5187
C -3.6096 1.9813 1.2717
C -4.7590 -0.6695 2.2869
C 6.5902 -0.8759 0.0737
H 4.2282 -2.5151 -2.4837
C 0.5870 0.3751 -3.6937
Rh 0.4298 0.0561 -0.6723
N 1.1856 0.1200 -2.5287
H -5.7814 -3.8827 2.0333
C -2.5107 2.8607 1.2962
C -4.8071 2.3990 1.8768
C 2.6069 0.0022 -4.9190
C -2.4584 0.5405 -0.2881
H -5.7152 -2.0128 3.6377
H -3.8465 5.4213 3.0418
C 7.0340 -1.9481 -0.6850
N 2.1947 -0.5298 3.2869
C 4.4656 -0.9247 -1.0609
C 1.8575 -0.3584 1.9831
C -4.8600 -2.7548 0.4558
C -2.5968 4.0814 1.9266
S 0.1553 -0.3191 1.5392
H 1.5046 -0.2991 3.9797
C 3.2556 -0.2164 -3.7375
H -1.5879 2.5467 0.8249
```

Atomic partial charges in e from the natural (NBO) method, atoms 1 to 4: N -0.1592; C -0.2564; H 0.2334; H 0.2370

Below is a 2-piece molecular cluster, C28H21NO3 overall in a non-equilibrium geometry, with properties calculated with ωB97M-V/def2-TZVPD.

The value obtained for the HOMO energy is -7.806 eV. The frontier orbital gap is 5.332 eV. The calculation puts the calculated total energy at -1359.99166 Ha. Its net charge is 0.

Geometry as XYZ:
```
53
C28H21NO3, DFT ωB97M-V/def2-TZVPD
C 5.7361 -0.6123 0.9879
H 4.6884 -3.7130 1.9788
C -0.2802 -0.2779 3.5143
C 4.1426 -0.4707 2.7741
C 4.0036 -1.8588 2.8191
O 3.3468 0.3399 3.5909
C 0.2486 1.7208 2.2195
C -3.7672 5.5297 4.2729
H 1.4384 -1.3810 4.2426
C -3.0418 5.6427 6.5795
H -5.0924 8.2761 5.7784
N -2.8097 3.5288 3.5591
H 6.3904 -0.1158 0.2696
H -2.3759 2.0892 2.2759
H -2.4682 5.2037 7.3956
C -5.3900 -1.6029 2.1660
H -0.0863 2.5475 1.5897
C 5.6143 -2.0059 1.0122
C 1.0723 -0.4938 3.7253
C -4.1182 -2.1163 2.4558
H 6.1922 -2.6102 0.3110
C 1.9942 0.4555 3.2700
O -4.1072 4.6927 2.0021
C -3.1197 0.0990 2.2179
H 3.3084 -2.3090 3.5291
C 1.5859 1.5658 2.5147
H -5.0469 7.0932 3.5317
H -6.4339 -3.4031 2.7225
C -3.6069 4.5666 3.1182
O -1.6360 3.0366 5.5283
C -2.9857 -1.3192 2.3666
H -1.0096 -0.9459 3.9710
H -1.9958 -1.7716 2.4053
H -7.4200 -1.9276 2.7710
C -4.5153 7.3589 5.6440
H -4.4960 1.6498 1.6024
C -2.3952 3.7335 4.8596
C -0.7317 0.8101 2.7150
C -5.4994 -0.2529 1.7991
H 5.1005 1.2539 1.9270
C -3.7895 6.8254 6.7333
H -4.0346 -3.1646 2.7453
C -6.6244 -2.4488 2.2252
H 2.3366 2.2742 2.1635
C -4.5030 6.7099 4.3950
C -2.0930 1.0436 2.4055
C 5.0239 0.1665 1.8962
H -7.0237 -2.6665 1.2260
C -3.0507 5.0127 5.3340
C 4.7680 -2.6257 1.9378
H -6.4693 0.1325 1.4904
H -3.8147 7.3343 7.6992
C -4.4094 0.5891 1.8431
```

Atomic partial charges in e from the natural (NBO) method, atoms 1 to 4: C -0.1922; H 0.2192; C -0.0956; C 0.2870

Below is C28H21NO5S3TeZr as an isolated structure, with properties calculated with ωB97M-V/def2-TZVPD.

The value obtained for the HOMO energy is -13.570 eV. Its energy above the lowest of the compared OMol25 structures with the same formula, charge and spin is 0.0 kJ/mol. The frontier orbital gap is 6.367 eV. The calculation puts the calculated total energy at -3019.82306 Ha. Its net charge is +2.

Geometry as XYZ:
```
60
C28H21NO5S3TeZr, DFT ωB97M-V/def2-TZVPD
C 2.5811 -0.9084 2.5491
H -3.8301 -2.6836 -4.5270
C 3.5588 -1.5699 0.3393
C -4.5721 -1.4934 -2.9008
C -2.4586 0.2310 -3.4679
H 5.6171 -4.1509 -0.1559
H 1.5506 -2.7530 3.0196
H 4.2439 6.1003 -0.5024
C -4.4004 -0.3391 -2.1548
S 3.4708 0.2690 3.4216
Zr 0.7768 1.1558 -0.1868
H 3.5784 1.1509 -3.8204
C 2.8734 3.1809 -1.4232
N 1.9433 3.0655 -0.4695
O 0.1740 2.4591 1.1844
C 2.1270 -1.9041 3.3648
C -2.6452 -0.9263 -4.2219
C 1.8035 3.9909 0.4605
O 3.6749 1.9643 -3.2939
C -3.3437 0.5262 -2.4308
C 0.7215 3.6585 1.4703
H 6.0117 -2.3854 -2.0508
H 2.2460 -2.3768 5.5240
H -0.3340 0.5900 -3.7773
H -5.3944 -2.1607 -2.6814
C -3.1561 1.7709 -1.6001
C 2.8025 2.0164 -2.3387
C 5.2982 -2.3228 -1.2449
O 0.4238 4.3670 2.3724
O 2.4816 0.5597 0.6389
C -0.1102 -0.8412 1.2201
H 3.6383 -0.1717 5.8049
H 2.4850 5.8475 1.2691
C -1.2776 1.1338 -3.7493
C 2.6214 5.1117 0.4879
C 5.0775 -3.2206 -0.2500
O 1.9210 1.1664 -2.1605
H 4.4703 4.3396 -2.2629
C 2.4701 -0.8134 1.0573
Te -1.2416 2.5294 -2.1352
H -1.5100 -1.2591 -1.8068
S 4.3012 -0.9425 -1.0837
H -1.3948 1.6826 -4.6819
H -5.0921 -0.1045 -1.3547
H -3.1921 1.5858 -0.5265
H 3.7825 -3.3401 1.5427
C -3.6930 -1.7869 -3.9381
S 0.7980 -1.5758 -1.0747
H -3.8918 2.5398 -1.8310
H -0.1497 -0.5603 2.2653
C 4.0794 -2.7853 0.6644
C 1.0634 -1.2266 0.5994
C 2.5078 -1.7081 4.7180
C 3.2355 -0.5709 4.8880
C -1.2119 -0.7866 0.3238
C -0.8578 -1.1565 -0.9525
H -1.9642 -1.1536 -5.0335
H -2.2187 -0.5252 0.6178
C 3.7261 4.2601 -1.4832
C 3.5873 5.2405 -0.4961
```

Atomic partial charges in e from the natural (NBO) method, atoms 1 to 4: C -0.3054; H 0.2415; C -0.2939; C -0.1845